{
  "formula": "C24H70N4O13",
  "method": "ωB97M-V/def2-TZVPD",
  "multiplicity": 1,
  "smiles": "COCCNCCOC.COCCNCCOC.COCCNCCOC.COCCNCCOC.O.O.O.O.O",
  "e_lumo_ev": -0.12,
  "orbital_gap_ev": 8.4,
  "symbols": ["C", "O", "C", "C", "N", "C", "C", "O", "C", "H", "H", "H", "H", "H", "H", "H", "H", "H", "H", "H", "H", "H", "H", "H", "C", "O", "C", "C", "N", "C", "C", "O", "C", "H", "H", "H", "H", "H", "H", "H", "H", "H", "H", "H", "H", "H", "H", "H", "C", "O", "C", "C", "N", "C", "C", "O", "C", "H", "H", "H", "H", "H", "H", "H", "H", "H", "H", "H", "H", "H", "H", "H", "C", "O", "C", "C", "N", "C", "C", "O", "C", "H", "H", "H", "H", "H", "H", "H", "H", "H", "H", "H", "H", "H", "H", "H", "O", "H", "H", "O", "H", "H", "O", "H", "H", "O", "H", "H", "O", "H", "H"],
  "xyz": [[-1.2822, -1.6810, 0.4192], [-0.9007, -2.9161, 0.9743], [-0.2354, -2.7553, 2.2099], [0.4978, -4.0328, 2.5482], [1.2776, -3.8185, 3.7823], [2.0349, -5.0236, 4.1468], [3.0148, -4.7262, 5.2485], [4.3075, -4.5446, 4.6742], [5.2095, -3.9789, 5.5742], [-0.4136, -1.0439, 0.2038], [-1.9411, -1.1183, 1.1016], [-1.8412, -1.8880, -0.4895], [-0.9624, -2.5252, 3.0010], [0.4802, -1.9228, 2.1297], [1.1504, -4.3426, 1.7186], [-0.2322, -4.8249, 2.7364], [1.9570, -3.0974, 3.5542], [2.6240, -5.3586, 3.2787], [1.3343, -5.8064, 4.4338], [3.0562, -5.5567, 5.9704], [2.7177, -3.8380, 5.8223], [5.3469, -4.5882, 6.4785], [4.8786, -2.9774, 5.8865], [6.1753, -3.8982, 5.0783], [1.9678, -0.3306, -1.8735], [2.2388, 0.8484, -1.1416], [2.1736, 0.6324, 0.2562], [2.5092, 1.9064, 0.9323], [1.4067, 2.8684, 0.8259], [1.6157, 3.9850, 1.7131], [0.4255, 4.9268, 1.6698], [0.7724, 6.0769, 2.4245], [-0.2265, 7.0359, 2.3768], [2.7720, -1.0671, -1.7382], [1.8996, -0.0976, -2.9333], [0.9922, -0.7259, -1.5611], [2.8665, -0.1778, 0.5319], [1.1511, 0.3095, 0.5244], [3.3816, 2.3490, 0.4406], [2.8022, 1.7292, 1.9809], [0.5703, 2.3826, 1.1382], [2.4697, 4.5900, 1.3997], [1.7720, 3.6524, 2.7525], [-0.4929, 4.4653, 2.0606], [0.2423, 5.2425, 0.6311], [-0.4413, 7.3542, 1.3487], [0.0942, 7.9214, 2.9333], [-1.1442, 6.6980, 2.8849], [0.7276, -1.8940, -9.0115], [0.1019, -1.3263, -7.8958], [-0.3852, -2.2981, -7.0008], [-0.8330, -1.6166, -5.7606], [-1.9563, -0.7528, -6.0266], [-2.3964, -0.0324, -4.8454], [-3.5400, 0.8568, -5.2115], [-3.0957, 1.8119, -6.1401], [-3.9488, 2.9190, -6.2336], [1.5345, -2.5715, -8.7011], [1.1742, -1.0890, -9.5927], [0.0104, -2.4325, -9.6412], [0.4337, -2.9992, -6.7533], [-1.1884, -2.9168, -7.4250], [0.0235, -1.0416, -5.3592], [-1.0767, -2.3696, -5.0054], [-1.7050, -0.1102, -6.7669], [-1.5602, 0.5835, -4.4813], [-2.7259, -0.7305, -4.0779], [-3.9477, 1.3455, -4.3072], [-4.3662, 0.2567, -5.6217], [-3.9171, 3.5040, -5.3038], [-4.9950, 2.6185, -6.4027], [-3.6447, 3.5140, -7.0893], [3.8485, -1.2369, 2.6827], [2.5746, -0.8455, 3.0867], [2.4342, -0.8276, 4.4976], [1.0779, -0.2897, 4.8003], [1.0107, 1.1032, 4.3705], [-0.3045, 1.7031, 4.6191], [-1.3535, 1.2676, 3.6049], [-0.9466, 1.7653, 2.3485], [-1.8177, 1.4764, 1.2665], [4.6071, -0.8453, 3.3647], [4.0208, -0.8672, 1.6755], [3.9239, -2.3346, 2.6649], [3.2276, -0.2550, 4.9949], [2.5094, -1.8497, 4.8985], [0.8650, -0.3488, 5.8686], [0.3309, -0.8647, 4.2391], [1.1216, 1.0944, 3.3593], [-0.1893, 2.7881, 4.5814], [-0.6522, 1.4357, 5.6212], [-2.3251, 1.7128, 3.8831], [-1.4994, 0.1797, 3.5939], [-2.8446, 1.2981, 1.6083], [-1.5032, 0.5831, 0.7167], [-1.8222, 2.3090, 0.5592], [-2.5021, -0.4351, -1.3013], [-3.1747, 0.2426, -1.1421], [-1.7482, 0.0530, -1.6868], [-2.6076, 3.1932, -2.1451], [-3.0790, 3.9181, -2.5661], [-3.2705, 2.7195, -1.6159], [-0.4832, 1.3709, -2.2087], [0.2277, 1.7895, -1.6967], [-1.0531, 2.1033, -2.5063], [-4.4557, -2.3100, -2.6411], [-3.7509, -2.0565, -2.0240], [-4.0186, -2.3714, -3.4959], [-4.6800, 1.4605, -1.0766], [-5.1580, 1.0848, -1.8285], [-5.3360, 1.5453, -0.3757]]
}